Record 1
Here is C5H12N2O as an isolated structure from OMol25. Energies are from the ωB97M-V functional and the def2-TZVPD basis.

Structure (ORCA input):
```
! wB97M-V def2-TZVPD RIJCOSX def2/J DEFGRID3
* xyz 0 1
C -0.58259 2.01219 0.95225
C -1.30859 0.85633 -0.49353
O -1.16238 1.80904 2.06065
H -0.94575 0.03658 2.20042
H -0.87180 2.89244 0.35783
H 0.51450 1.85109 0.88157
H -1.60896 -0.19161 -0.49112
H -2.23818 1.41912 -0.44490
H -0.78138 1.08576 -1.42238
C 0.51357 -2.01960 -1.32716
N 0.94183 -0.98024 -0.38896
N 1.92792 -0.09439 -0.92130
C 0.22399 -0.61234 0.63069
C -0.21149 -0.71512 1.84164
H 1.46858 0.79252 -1.12115
H 2.61500 0.07222 -0.19246
H 1.38989 -2.58723 -1.63671
H 0.04682 -1.56797 -2.20391
H -0.19934 -2.67090 -0.82633
H 0.26837 -1.38789 2.54486
*
```

## Properties
LUMO	0.23	eV
F_max	0.5	eV/A
gap between HOMO and LUMO	7.789	eV
relative energy (zero: lowest compared OMol25 entry of this formula, charge and spin)	744.4	kJ/mol

=====

Record 2
Here is a single C2H2OS3 molecule at a distorted geometry from OMol25. Energies are from the ωB97M-V functional and the def2-TZVPD basis.

Structure (ORCA input):
```
! wB97M-V def2-TZVPD RIJCOSX def2/J DEFGRID3
* xyz 0 3
C 0.83375 -0.90153 -0.05640
C 0.60422 0.40914 0.21283
O -1.17191 2.13847 -0.75322
S -0.57836 -1.95103 -0.20622
S -2.07838 -0.64755 0.32397
S -1.02874 1.26274 0.42225
H 1.85074 -1.35467 -0.30662
H 1.56867 1.04442 0.36342
*
```

## Properties
LUMO (spin up / spin down)	0.01 / -3.09	eV
F_max	2.3	eV/A
gap between HOMO and LUMO (spin up / spin down)	5.758 / 6.401	eV
relative energy (zero: lowest compared OMol25 entry of this formula, charge and spin)	119.6	kJ/mol
⟨S²⟩	2.02

=====

Record 3
Here is a 2-piece molecular cluster, C8H18O overall at a distorted geometry from OMol25. Energies are from the ωB97M-V functional and the def2-TZVPD basis.

Structure (ORCA input):
```
! wB97M-V def2-TZVPD RIJCOSX def2/J DEFGRID3
* xyz 0 1
C -0.55898 -0.38998 0.14293
C 0.87269 -0.49364 0.00006
C -0.41754 1.18987 -0.89653
C -1.14637 -0.05902 1.49421
C -1.42123 -1.37300 -0.62048
C 1.82779 0.34994 0.81063
C 1.48917 -1.03783 -1.26886
C -1.05453 2.42217 -0.28764
O 0.75630 -2.11437 1.02570
H 1.35244 -2.15592 1.78203
H -1.01318 0.83745 -1.73675
H 0.52521 1.48274 -1.35508
H -2.16236 0.32157 1.37948
H -1.21316 -0.98227 2.06560
H -0.57079 0.67213 2.05359
H -2.47182 -1.10446 -0.51364
H -1.17352 -1.42035 -1.67789
H -1.24028 -2.35603 -0.18792
H 1.45737 -2.12526 -1.22094
H 1.40288 0.71313 1.74076
H 2.20084 1.19171 0.22612
H 2.68575 -0.27947 1.04458
H 2.53666 -0.75765 -1.38576
H 0.98221 -0.75936 -2.18805
H -2.05228 2.20997 0.09470
H -0.43968 2.81238 0.52393
H -1.15357 3.20556 -1.04478
*
```

## Properties
LUMO	0.79	eV
F_max	4.6	eV/A
gap between HOMO and LUMO	9.396	eV
relative energy (zero: lowest compared OMol25 entry of this formula, charge and spin)	282.4	kJ/mol

=====

Record 4
Here is a 2-piece molecular cluster, C4H10N2OS overall at a distorted geometry from OMol25. Energies are from the ωB97M-V functional and the def2-TZVPD basis.

Structure (ORCA input):
```
! wB97M-V def2-TZVPD RIJCOSX def2/J DEFGRID3
* xyz 0 1
C 2.05324 0.62267 0.08886
C 1.05996 1.48883 -0.14938
C 2.03836 -0.62426 0.81256
C 0.38299 2.55802 -0.55703
N -2.42743 0.00418 -1.00882
N -1.75439 -2.24940 0.01922
O -1.39244 -0.03684 1.27494
S -1.27752 -0.72720 -0.27844
H 2.92904 0.78335 -0.54742
H 1.46085 -0.61789 1.67459
H 1.70018 -1.48724 0.11941
H 3.01594 -0.86138 1.12521
H -0.31534 2.42550 -1.29095
H 0.26354 3.50570 0.07785
H -1.56329 0.93253 1.23883
H -2.52321 -0.05414 -2.00753
H -2.57416 -2.70003 -0.50016
H -1.07633 -2.96240 -0.09174
*
```

## Properties
LUMO	0.54	eV
F_max	3.8	eV/A
gap between HOMO and LUMO	9.121	eV
relative energy (zero: lowest compared OMol25 entry of this formula, charge and spin)	514.5	kJ/mol

=====

Record 5
Here is C4H7NO as an isolated structure at a distorted geometry from OMol25. Energies are from the ωB97M-V functional and the def2-TZVPD basis.

Structure (ORCA input):
```
! wB97M-V def2-TZVPD RIJCOSX def2/J DEFGRID3
* xyz 0 1
O -0.04113 -2.45519 -0.87945
C 0.00426 -1.33569 -0.41021
C -1.01365 -0.48046 0.26925
C -0.22634 0.59525 0.99051
C 0.72587 0.84831 -0.15733
N 1.08169 -0.45421 -0.55586
H -1.18096 0.38150 -0.76920
H -1.86698 -0.97813 0.74622
H -0.82715 1.48137 1.19498
H 0.29308 0.27346 1.89961
H -0.31952 1.21785 -1.01820
H 1.56307 1.55331 -0.08212
H 1.80777 -0.64736 -1.22819
*
```

## Properties
LUMO	0.85	eV
F_max	3.6	eV/A
gap between HOMO and LUMO	10.076	eV
relative energy (zero: lowest compared OMol25 entry of this formula, charge and spin)	240.9	kJ/mol

=====

Record 6
Here is a 2-piece molecular cluster, C5H13NS overall at a distorted geometry from OMol25. Energies are from the ωB97M-V functional and the def2-TZVPD basis.

Structure (ORCA input):
```
! wB97M-V def2-TZVPD RIJCOSX def2/J DEFGRID3
* xyz 0 1
C -1.73398 1.59706 -0.25603
C -0.14566 -0.75110 -1.49416
C -0.49361 -1.49811 0.83368
C -0.22633 1.08114 0.29650
C 0.02201 -0.42473 -0.04974
N 2.07282 -0.64791 0.16107
S 2.96084 0.73418 0.15191
H -2.38870 0.79826 0.19775
H -1.85203 2.67291 0.02251
H -1.75190 1.61883 -1.32438
H 0.28284 -0.01010 -2.12477
H 0.55563 -1.69161 -1.66229
H -1.25738 -0.98503 -1.64234
H -0.15971 -1.30736 1.85547
H -1.61655 -1.53971 0.61842
H 0.03773 -2.51518 0.72447
H 0.57947 1.75775 -0.23772
H -0.34922 1.24722 1.42970
H 2.07559 -1.10435 1.00522
H 3.38813 0.96785 1.49473
*
```

## Properties
LUMO	0.82	eV
F_max	4.5	eV/A
gap between HOMO and LUMO	8.286	eV
relative energy (zero: lowest compared OMol25 entry of this formula, charge and spin)	347.9	kJ/mol

=====

Among the records above, which one has the lowest F_max? C5H12N2O

=====

The lowest relative energy (zero: lowest compared OMol25 entry of this formula, charge and spin) belongs to which entry? C2H2OS3

=====

Among the records above, which one has the highest F_max? C8H18O

=====

Copy entry 3 word for word.
Here is a 2-piece molecular cluster, C8H18O overall at a distorted geometry from OMol25. Energies are from the ωB97M-V functional and the def2-TZVPD basis.

Structure (ORCA input):
```
! wB97M-V def2-TZVPD RIJCOSX def2/J DEFGRID3
* xyz 0 1
C -0.55898 -0.38998 0.14293
C 0.87269 -0.49364 0.00006
C -0.41754 1.18987 -0.89653
C -1.14637 -0.05902 1.49421
C -1.42123 -1.37300 -0.62048
C 1.82779 0.34994 0.81063
C 1.48917 -1.03783 -1.26886
C -1.05453 2.42217 -0.28764
O 0.75630 -2.11437 1.02570
H 1.35244 -2.15592 1.78203
H -1.01318 0.83745 -1.73675
H 0.52521 1.48274 -1.35508
H -2.16236 0.32157 1.37948
H -1.21316 -0.98227 2.06560
H -0.57079 0.67213 2.05359
H -2.47182 -1.10446 -0.51364
H -1.17352 -1.42035 -1.67789
H -1.24028 -2.35603 -0.18792
H 1.45737 -2.12526 -1.22094
H 1.40288 0.71313 1.74076
H 2.20084 1.19171 0.22612
H 2.68575 -0.27947 1.04458
H 2.53666 -0.75765 -1.38576
H 0.98221 -0.75936 -2.18805
H -2.05228 2.20997 0.09470
H -0.43968 2.81238 0.52393
H -1.15357 3.20556 -1.04478
*
```

## Properties
LUMO	0.79	eV
F_max	4.6	eV/A
gap between HOMO and LUMO	9.396	eV
relative energy (zero: lowest compared OMol25 entry of this formula, charge and spin)	282.4	kJ/mol